(1)
Molecular formula: C35H37IP2Sn
Method: DFT, the ωB97M-V functional and the def2-TZVPD basis

Computed properties:
E_LUMO (eV): -0.3650
Frontier orbital gap (eV): 6.79
HOMO energy (eV): -7.2
Charge: 0

CARTESIAN COORDINATES (ANGSTROEM)
1 Sn -1.147 0.361 -0.445
2 C 2.550 6.670 1.152
3 C 2.404 5.405 0.740
4 C 2.820 4.202 1.517
5 C 1.621 3.472 2.148
6 C 0.587 4.367 2.794
7 C 0.823 5.439 3.562
8 C 2.104 6.235 3.666
9 C 2.336 7.236 2.525
10 C -2.012 2.071 0.709
11 H 2.878 7.406 0.418
12 H 1.913 5.222 -0.217
13 H 3.434 4.523 2.355
14 H 3.423 3.513 0.905
15 H 1.102 2.860 1.388
16 H 2.033 2.756 2.881
17 H -0.435 3.996 2.689
18 H 0.034 5.802 4.234
19 H 3.013 5.618 3.745
20 H 2.041 6.809 4.609
21 H 1.523 7.965 2.451
22 H 3.220 7.817 2.795
23 H -2.097 2.890 -0.013
24 H -1.342 2.305 1.546
25 H -2.990 1.824 1.130
26 P -0.097 -1.557 -2.407
27 P -2.213 -2.415 -0.112
28 C 0.405 -2.568 -1.002
29 C -0.497 -2.995 -0.094
30 C 0.466 -2.666 -3.822
31 C 1.534 -3.549 -3.651
32 C 1.993 -4.327 -4.715
33 C 1.372 -4.236 -5.958
34 C 0.277 -3.385 -6.142
35 C -0.197 -2.620 -5.069
36 C 1.374 -0.463 -2.275
37 C 1.673 0.147 -1.031
38 C 2.312 1.404 -1.032
39 C 3.036 1.798 -2.166
40 C 2.877 1.071 -3.357
41 C 1.961 0.019 -3.446
42 C -2.946 -4.092 0.146
43 C -2.741 -5.055 -0.866
44 C -3.117 -6.381 -0.645
45 C -3.703 -6.737 0.582
46 C -3.926 -5.779 1.577
47 C -3.565 -4.451 1.347
48 C -2.346 -1.755 1.593
49 C -3.459 -0.927 1.872
50 C -3.553 -0.279 3.104
51 C -2.537 -0.431 4.059
52 C -1.403 -1.181 3.745
53 C -1.290 -1.814 2.506
54 H 1.474 -2.800 -0.962
55 H -0.248 -3.758 0.648
56 H 2.025 -3.638 -2.688
57 H 2.838 -4.997 -4.564
58 H 1.732 -4.828 -6.793
59 H -0.214 -3.307 -7.117
60 H -1.070 -1.973 -5.192
61 H 1.417 -0.326 -0.069
62 H 2.216 2.043 -0.142
63 H 3.717 2.662 -2.126
64 H 3.443 1.338 -4.245
65 H 1.682 -0.450 -4.393
66 H -2.254 -4.768 -1.802
67 H -2.948 -7.135 -1.422
68 H -3.992 -7.771 0.763
69 H -4.372 -6.049 2.539
70 H -3.728 -3.696 2.119
71 H -4.234 -0.781 1.107
72 H -4.432 0.340 3.316
73 H -2.640 0.056 5.034
74 H -0.604 -1.286 4.481
75 H -0.363 -2.335 2.264
76 I -0.970 1.920 -2.780

Forces on the atoms, in the same order (eV/Å):
Sn -0.5 1.6 0.2
C 0.0 0.2 -0.2
C 0.2 0.0 -0.4
C -1.1 -0.1 1.1
C 0.0 -0.4 -0.6
C 0.1 -0.2 0.7
C -0.1 -0.3 -0.1
C 0.1 0.0 0.7
C 1.3 -0.3 0.3
C 0.1 -0.3 -0.3
H -1.4 0.3 -0.3
H 1.1 0.0 -0.5
H 0.3 -0.1 -0.3
H -0.2 0.3 0.1
H 0.2 0.2 0.2
H -0.4 0.2 -0.1
H 0.2 0.1 0.4
H 0.0 0.0 -0.8
H -0.5 0.1 0.2
H 0.2 -0.2 -0.4
H -0.1 -0.2 0.0
H 0.0 0.3 0.1
H 0.0 0.0 0.4
H -0.1 0.1 -0.2
H 0.1 0.0 -0.1
P 0.9 -0.5 -0.9
P -0.8 -0.7 0.1
C -0.7 -1.0 0.8
C 1.1 -0.1 -0.7
C -0.3 -0.1 0.1
C 0.1 -0.1 -0.4
C -0.2 0.1 0.1
C -0.2 0.2 -0.1
C 0.0 0.1 0.3
C 0.4 0.0 0.4
C 0.0 0.2 -0.1
C 0.1 0.5 -0.4
C 0.4 -0.5 0.1
C -0.4 -0.1 -0.2
C 0.1 0.0 0.0
C 0.2 0.2 0.6
C 0.1 -0.3 -0.2
C -0.2 0.0 0.5
C -0.1 0.2 0.3
C 0.0 0.1 -0.1
C 0.0 0.0 -0.3
C 0.1 -0.2 -0.2
C 0.0 1.0 -0.1
C 0.4 -0.4 0.2
C -0.1 -0.1 0.1
C -0.2 0.0 -0.2
C -0.1 0.1 0.1
C -0.2 0.1 0.4
H -0.4 -0.3 0.3
H 0.2 0.4 0.0
H 0.0 0.1 -0.2
H -0.2 0.1 -0.1
H 0.0 0.0 0.1
H 0.2 -0.1 0.4
H 0.3 -0.2 0.0
H -0.1 0.3 -0.6
H 0.6 -0.5 -0.4
H -0.6 -0.4 -0.1
H -0.1 0.1 0.2
H 0.3 0.3 0.2
H -0.1 -0.1 0.2
H -0.1 0.3 0.4
H 0.1 0.2 -0.1
H 0.1 0.0 -0.4
H 0.0 -0.3 -0.2
H 0.3 -0.1 0.4
H 0.4 -0.2 0.0
H 0.1 -0.2 -0.4
H -0.2 0.1 -0.2
H -0.4 0.0 0.1
I -0.5 0.3 0.0

---

(2)
Molecular formula: C35H37N3O4SeTeTi
Method: DFT, the ωB97M-V functional and the def2-TZVPD basis

Computed properties:
E_LUMO (alpha / beta) (eV): 2.3669 / 1.8864
Energy relative to the best compared isomer or geometry (same formula, charge and spin) (eV): 0.000
Frontier orbital gap (alpha / beta) (eV): 6.49 / 6.75
HOMO energy (alpha / beta) (eV): -4.1 / -4.9
Charge: -1
2S+1: 2

CARTESIAN COORDINATES (ANGSTROEM)
1 Ti 0.152 -2.497 0.335
2 C 1.517 -2.453 4.311
3 O 0.382 -3.069 4.930
4 C -0.268 -4.070 4.275
5 C -0.795 -5.087 5.044
6 C -1.522 -6.134 4.473
7 C -1.712 -6.158 3.112
8 C -1.188 -5.138 2.304
9 C -1.478 -5.155 0.891
10 N -1.087 -4.269 0.051
11 N -1.574 -4.438 -1.245
12 C -1.384 -3.332 -1.899
13 O -0.847 -2.275 -1.386
14 C -1.836 -3.257 -3.315
15 C -1.698 -2.057 -4.004
16 C -2.114 -1.958 -5.324
17 C -2.666 -3.059 -5.963
18 C -2.802 -4.261 -5.278
19 C -2.390 -4.361 -3.959
20 C -0.468 -4.070 2.871
21 O 0.005 -3.097 2.144
22 H 2.138 -2.096 5.133
23 H 1.218 -1.619 3.679
24 H 2.079 -3.165 3.707
25 H -0.625 -5.044 6.113
26 H -1.924 -6.918 5.100
27 H -2.273 -6.959 2.644
28 H -2.107 -5.958 0.509
29 H -1.260 -1.213 -3.490
30 H -2.003 -1.021 -5.855
31 H -2.989 -2.983 -6.994
32 H -3.229 -5.122 -5.776
33 H -2.486 -5.288 -3.410
34 Se 2.269 -2.809 -0.222
35 C -2.357 -0.897 1.636
36 C -1.376 -0.069 0.807
37 O -1.784 0.978 0.293
38 N -0.132 -0.577 0.701
39 Te 1.134 0.877 -0.600
40 C 1.099 2.551 -2.006
41 C 0.058 2.668 -2.925
42 C -1.131 1.740 -2.973
43 C 0.078 3.724 -3.840
44 C 1.099 4.658 -3.861
45 C 1.104 5.794 -4.850
46 C 2.137 4.514 -2.944
47 C 2.158 3.475 -2.023
48 C 3.315 3.387 -1.060
49 C 1.168 2.129 1.119
50 C 0.417 3.301 1.269
51 C -0.524 3.857 0.232
52 C 0.538 4.014 2.465
53 C 1.360 3.602 3.497
54 C 1.455 4.381 4.782
55 C 2.091 2.433 3.323
56 C 2.013 1.688 2.155
57 C 2.842 0.435 2.042
58 H -3.135 -0.241 2.022
59 H -1.865 -1.429 2.448
60 H -2.825 -1.632 0.974
61 H -1.063 0.912 -2.270
62 H -1.259 1.341 -3.982
63 H -2.043 2.284 -2.714
64 H -0.740 3.816 -4.550
65 H 0.197 5.791 -5.454
66 H 1.959 5.723 -5.526
67 H 1.170 6.758 -4.343
68 H 2.954 5.230 -2.951
69 H 4.122 4.052 -1.370
70 H 3.711 2.371 -1.002
71 H 3.010 3.666 -0.049
72 H -1.069 3.058 -0.264
73 H 0.013 4.440 -0.519
74 H -1.246 4.515 0.716
75 H -0.052 4.917 2.586
76 H 0.869 5.299 4.729
77 H 2.489 4.652 5.005
78 H 1.084 3.794 5.624
79 H 2.741 2.086 4.122
80 H 3.399 0.266 2.964
81 H 3.556 0.498 1.217
82 H 2.226 -0.445 1.843

Forces on the atoms, in the same order (eV/Å):
Ti -0.6 0.3 0.3
C 0.0 0.0 0.0
O 0.0 0.1 0.0
C 0.0 0.0 0.0
C 0.0 0.0 0.0
C 0.0 0.0 0.0
C 0.0 0.0 0.0
C 0.0 0.0 0.0
C 0.0 0.0 0.0
N 0.0 0.0 -0.1
N 0.0 -0.1 0.1
C -0.1 0.0 -0.2
O 0.1 -0.1 0.0
C 0.0 0.0 0.0
C 0.0 0.0 0.0
C 0.0 0.0 0.0
C 0.0 0.0 0.0
C 0.0 0.0 0.0
C 0.0 0.0 0.0
C 0.2 -0.1 0.0
O -0.2 0.1 0.2
H 0.0 0.0 0.0
H 0.0 0.0 0.0
H 0.0 0.0 0.0
H 0.0 0.0 0.0
H 0.0 0.0 0.0
H 0.0 0.0 0.0
H 0.0 0.0 0.0
H 0.0 0.0 0.0
H 0.0 0.0 0.0
H 0.0 0.0 0.0
H 0.0 0.0 0.0
H 0.0 0.0 0.0
Se 0.6 -0.1 -0.2
C 0.0 0.0 0.0
C 0.0 -0.1 0.1
O 0.1 0.0 0.0
N 0.0 0.1 -0.2
Te 0.0 0.0 0.0
C 0.0 0.0 0.0
C 0.0 0.0 0.0
C 0.0 0.0 0.0
C 0.0 0.0 0.0
C 0.0 0.0 0.0
C 0.0 0.0 0.0
C 0.0 0.0 0.0
C 0.0 0.0 0.0
C 0.0 0.0 0.0
C 0.0 0.0 0.0
C 0.0 0.0 0.0
C 0.0 0.0 0.1
C 0.0 0.0 -0.1
C 0.0 0.0 0.0
C 0.0 0.0 0.0
C 0.0 0.0 0.0
C 0.0 0.0 0.0
C 0.0 0.0 0.0
H 0.0 0.0 0.0
H 0.0 0.0 0.0
H 0.0 0.0 0.0
H 0.0 0.0 0.0
H 0.0 0.0 0.0
H 0.0 0.0 0.0
H 0.0 0.0 0.0
H 0.0 0.0 0.0
H 0.0 0.0 0.0
H 0.0 0.0 0.0
H 0.0 0.0 0.0
H 0.0 0.0 0.0
H 0.0 0.0 0.0
H 0.0 0.0 0.0
H 0.0 0.0 0.0
H 0.0 0.0 0.0
H 0.0 0.0 0.0
H 0.0 0.0 0.0
H 0.0 0.0 0.0
H 0.0 0.0 0.0
H 0.0 0.0 0.0
H 0.0 0.0 0.0
H 0.0 0.0 0.0
H 0.0 0.0 0.0
H 0.0 0.0 0.0

---

(3)
Molecular formula: C35H37N4OPSTi
Method: DFT, the ωB97M-V functional and the def2-TZVPD basis

Computed properties:
E_LUMO (alpha / beta) (eV): 4.3673 / 4.3654
Energy relative to the best compared isomer or geometry (same formula, charge and spin) (eV): 0.152
Frontier orbital gap (alpha / beta) (eV): 4.80 / 6.85
HOMO energy (alpha / beta) (eV): -0.4 / -2.5
Charge: -2
2S+1: 3

CARTESIAN COORDINATES (ANGSTROEM)
1 Ti -0.953 -0.694 0.509
2 C -2.722 0.975 3.218
3 C -3.414 0.547 1.918
4 C -4.384 1.647 1.471
5 C -4.187 -0.757 2.144
6 O -2.467 0.365 0.921
7 H -3.441 1.130 4.030
8 H -2.165 1.900 3.049
9 H -2.005 0.204 3.510
10 H -5.161 1.827 2.220
11 H -4.854 1.353 0.530
12 H -3.829 2.574 1.305
13 H -4.940 -0.650 2.932
14 H -3.482 -1.543 2.423
15 H -4.672 -1.068 1.218
16 N -0.445 -0.147 -1.389
17 P 0.681 0.367 -2.272
18 C 2.447 0.110 -1.833
19 C 3.064 0.970 -0.924
20 C 4.365 0.736 -0.503
21 C 5.062 -0.367 -0.976
22 C 4.453 -1.237 -1.869
23 C 3.153 -0.998 -2.295
24 C 0.624 2.173 -2.630
25 C -0.595 2.785 -2.345
26 C -0.772 4.143 -2.569
27 C 0.275 4.908 -3.068
28 C 1.498 4.309 -3.336
29 C 1.671 2.949 -3.116
30 C 0.606 -0.366 -3.959
31 C -0.302 -1.407 -4.124
32 C -0.440 -2.031 -5.358
33 C 0.323 -1.612 -6.439
34 C 1.226 -0.567 -6.283
35 C 1.366 0.051 -5.049
36 H 2.517 1.821 -0.535
37 H 4.823 1.408 0.212
38 H 6.075 -0.556 -0.639
39 H 4.987 -2.108 -2.231
40 H 2.680 -1.685 -2.986
41 H -1.382 2.169 -1.921
42 H -1.722 4.610 -2.338
43 H 0.144 5.972 -3.231
44 H 2.325 4.907 -3.703
45 H 2.639 2.495 -3.299
46 H -0.896 -1.695 -3.261
47 H -1.148 -2.842 -5.475
48 H 0.213 -2.094 -7.404
49 H 1.819 -0.234 -7.128
50 H 2.072 0.866 -4.932
51 C -1.336 -2.501 4.667
52 C -0.804 -3.255 3.449
53 C 0.511 -3.957 3.795
54 C -1.842 -4.274 2.971
55 C -0.573 -2.297 2.292
56 N 0.210 -2.274 1.371
57 H -1.499 -3.192 5.500
58 H -2.282 -2.013 4.428
59 H -0.631 -1.730 4.986
60 H 0.351 -4.698 4.585
61 H 1.256 -3.235 4.137
62 H 0.909 -4.456 2.911
63 H -2.085 -4.970 3.781
64 H -1.467 -4.838 2.116
65 H -2.758 -3.777 2.647
66 S -3.958 -4.634 -0.680
67 C -2.964 -3.346 -0.447
68 N -2.263 -2.431 -0.280
69 N 3.832 4.623 3.257
70 C 3.113 3.804 2.875
71 C 2.223 2.788 2.407
72 C 2.498 1.438 2.649
73 C 1.636 0.459 2.182
74 C 0.464 0.742 1.457
75 C 0.214 2.120 1.258
76 C 1.056 3.122 1.707
77 H 3.399 1.174 3.194
78 H 1.898 -0.579 2.369
79 H -0.679 2.410 0.712
80 H 0.834 4.167 1.515

Forces on the atoms, in the same order (eV/Å):
Ti -0.5 -0.1 0.0
C 0.0 0.0 -0.1
C -0.1 0.0 0.1
C 0.0 0.0 0.0
C 0.0 0.0 0.0
O 0.1 0.0 0.0
H 0.0 0.0 0.0
H 0.0 0.0 0.0
H 0.0 0.0 0.0
H 0.0 0.0 0.0
H 0.0 0.0 0.0
H 0.0 0.0 0.0
H 0.0 0.0 0.0
H 0.0 0.0 0.0
H 0.0 0.0 0.0
N 0.3 0.0 0.1
P -0.2 -0.1 0.0
C 0.0 0.1 0.1
C 0.0 -0.1 0.0
C 0.0 0.0 0.0
C 0.0 0.0 0.0
C 0.0 0.0 0.0
C 0.0 0.0 0.0
C 0.0 0.1 0.1
C 0.0 0.0 0.0
C 0.0 0.0 0.0
C 0.0 0.0 0.0
C 0.1 0.0 0.0
C 0.0 0.0 0.0
C 0.0 0.0 -0.1
C 0.0 0.0 0.0
C 0.0 0.0 0.0
C 0.0 0.0 0.0
C 0.0 0.0 0.0
C 0.0 0.0 0.0
H 0.0 0.0 0.1
H 0.0 0.0 0.0
H 0.0 0.0 0.0
H 0.0 0.0 0.0
H 0.0 0.0 0.0
H 0.0 0.0 0.0
H 0.0 0.0 0.0
H 0.0 0.0 0.0
H 0.0 0.0 0.0
H 0.0 0.0 0.0
H 0.0 0.0 0.0
H 0.0 0.0 0.0
H 0.0 0.0 0.0
H 0.0 0.0 0.0
H 0.0 0.0 0.0
C 0.0 0.0 0.0
C 0.0 0.0 0.1
C 0.0 0.0 0.0
C 0.0 0.0 0.0
C 0.0 0.1 -0.2
N 0.2 -0.2 0.0
H 0.0 0.0 0.0
H 0.0 0.0 0.0
H 0.0 0.0 0.0
H 0.0 0.0 0.0
H 0.0 0.0 0.0
H 0.0 0.0 0.0
H 0.0 0.0 0.0
H 0.0 0.0 0.0
H 0.0 0.0 0.0
S -0.2 -0.3 0.0
C 0.2 0.3 0.0
N 0.0 0.0 0.1
N 0.0 0.0 0.0
C 0.0 0.0 0.0
C -0.1 -0.1 0.0
C 0.1 0.1 0.0
C 0.0 0.0 -0.1
C 0.0 0.1 -0.1
C 0.1 0.0 0.0
C 0.0 0.1 0.0
H 0.0 0.0 0.0
H 0.0 0.0 0.0
H 0.0 0.0 0.0
H 0.0 0.0 0.0

---

| no. | E (hartree) |
| --- | --- |
| 1 | -2550.44324 |
| 2 | -5340.23928 |
| 3 | -3239.28544 |